(1)
The following is a quantum chemistry calculation of a single C2H4N2O molecule in a non-equilibrium geometry, from OMol25.

Geometry as XYZ:
```
9
Properties=species:S:1:pos:R:3:forces:R:3
O 0.23232 -2.24001 -1.92955 -0.297 2.057 1.036
N -0.19739 0.42389 -0.15318 0.981 -0.542 3.575
N 0.02658 -0.80823 -0.10118 -0.397 1.520 -2.775
C -0.05578 -1.12409 -1.51165 0.164 -4.450 -1.953
C 0.05421 0.92031 1.22922 0.005 1.018 -0.100
H -0.90291 1.09656 1.72565 0.026 0.143 -0.129
H -0.42048 -0.38769 -2.25212 0.134 0.400 0.797
H 0.59974 1.86541 1.14111 -0.316 0.027 0.011
H 0.66369 0.25385 1.85170 -0.301 -0.173 -0.462
```
Positions in Å, forces in eV/Å.

Values from the calculation:
- SMILES = C/N=N/C=O
- net charge = 0

Here are the Mulliken charges for atoms 1 to 8, given in e: O -0.451; N -0.137; N -0.159; C 0.129; C -0.599; H 0.260; H 0.375; H 0.260

(2)
The following is a quantum chemistry calculation of 2 unconnected molecules or ions with the total composition C2H4N2O in a non-equilibrium geometry, from OMol25.

Geometry as XYZ:
```
9
Properties=species:S:1:pos:R:3:forces:R:3
O -1.10368 -4.24879 1.65425 -0.904 -0.759 -0.029
N 0.35416 0.14111 0.06713 0.782 -1.045 -1.408
N 0.46054 -2.61166 1.02009 0.353 0.867 -0.135
C -0.66054 0.84197 -0.13618 0.159 -0.111 1.641
C -0.39214 -3.39396 1.34102 0.927 0.705 0.468
H 0.64720 -1.63379 1.28629 -0.351 -0.877 -0.290
H -0.83920 1.49116 0.65570 -0.879 1.797 1.015
H 0.36294 -0.48720 -0.73868 0.743 -0.586 0.192
H -1.40205 0.67025 -0.85541 -0.831 0.009 -1.453
```
Positions in Å, forces in eV/Å.

Values from the calculation:
- SMILES = N=C=O.C=N
- net charge = 0

Here are the Mulliken charges for atoms 1 to 8, given in e: O -0.414; N -0.531; N -0.443; C -0.239; C 0.523; H 0.351; H 0.265; H 0.251

(3)
The following is a quantum chemistry calculation of 2 unconnected molecules or ions with the total composition C2H4N2O in a non-equilibrium geometry, from OMol25.

Geometry as XYZ:
```
9
Properties=species:S:1:pos:R:3:forces:R:3
O 0.11098 -2.45274 1.03398 0.167 -1.340 -0.211
N 0.69671 0.25215 1.33600 -0.507 -2.856 -0.095
N -0.64056 -0.81763 -0.41613 -3.285 3.513 -5.435
C -0.04522 -1.45905 0.44150 2.739 2.277 4.136
C -0.81778 -0.02174 -1.43269 4.191 -2.851 0.327
H -0.22048 0.52805 1.64343 -0.950 0.779 -0.256
H -1.72598 0.41371 -1.71722 -1.438 0.588 0.399
H 0.92923 -0.21096 2.23801 0.623 0.058 -0.613
H 0.03974 0.08592 -2.23151 -1.540 -0.169 1.749
```
Positions in Å, forces in eV/Å.

Values from the calculation:
- net charge = 0

Here are the Mulliken charges for atoms 1 to 8, given in e: O -0.414; N -0.715; N -0.156; C 0.504; C -0.159; H 0.215; H 0.286; H 0.230

(4)
The following is a quantum chemistry calculation of a single C2H4N2O molecule in a non-equilibrium geometry, from OMol25.

Geometry as XYZ:
```
9
Properties=species:S:1:pos:R:3:forces:R:3
O 2.12610 0.13336 -0.19677 -4.278 1.994 2.424
N -1.29060 -0.64784 -0.09992 -0.610 3.457 -1.827
N 0.07431 -0.69213 0.17552 -3.992 8.191 2.197
C -1.81557 0.58974 -0.03974 -0.828 -3.337 -0.190
C 0.92100 0.44240 0.17241 4.354 -1.568 -4.037
H -2.81021 0.86550 -0.68618 2.505 -0.976 2.314
H 0.57344 1.59902 0.07437 0.448 -3.074 0.762
H 0.46126 -1.50674 0.08817 2.869 -5.667 -0.697
H -1.35188 1.16228 0.77259 -0.468 0.981 -0.946
```
Positions in Å, forces in eV/Å.

Values from the calculation:
- SMILES = C=NNC=O
- net charge = 0

Here are the Mulliken charges for atoms 1 to 8, given in e: O -0.539; N -0.434; N 0.101; C -0.390; C 0.210; H 0.234; H 0.240; H 0.229

(5)
The following is a quantum chemistry calculation of a single C2H4N2O2 molecule in a non-equilibrium geometry, from OMol25.

Geometry as XYZ:
```
10
Properties=species:S:1:pos:R:3:forces:R:3
O -1.46880 -1.39655 0.10745 1.465 1.692 -0.158
O 2.26578 -0.82543 -0.03061 0.188 1.624 -0.314
N -1.92961 -0.07702 -0.17376 0.702 -0.771 1.365
N 0.96506 -0.49677 -0.07361 -1.933 -0.201 0.100
C -0.97948 0.77618 0.02165 -0.059 -0.119 -1.104
C 0.45895 0.69285 0.05690 4.199 -2.054 1.347
H -1.13595 1.81774 -0.05733 -1.775 0.972 -0.252
H 2.74593 0.00639 -0.19052 0.583 -0.070 0.268
H 1.20241 1.57024 0.34626 -1.877 -1.251 -0.782
H -2.12429 -2.06761 -0.00643 -1.493 0.177 -0.468
```
Positions in Å, forces in eV/Å.

Values from the calculation:
- SMILES = O/N=C\C=N\O
- net charge = 0

Here are the Mulliken charges for atoms 1 to 8, given in e: O -0.360; O -0.297; N -0.402; N -0.168; C -0.208; C 0.182; H 0.336; H 0.335

(6)
The following is a quantum chemistry calculation of a single C2H4N2O2 molecule in a non-equilibrium geometry, from OMol25.

Geometry as XYZ:
```
10
Properties=species:S:1:pos:R:3:forces:R:3
O -2.13026 0.55079 0.18188 0.076 0.125 0.146
O 1.88305 -0.50477 -0.22042 0.108 -0.047 -0.118
N -0.55169 0.05772 -1.38444 0.229 -0.177 -0.247
N -0.02701 0.10603 0.88488 -0.012 -0.120 0.434
C -0.99650 0.25032 -0.12033 -0.416 0.035 -0.911
C 1.29463 -0.23412 0.79794 -0.145 -0.072 -0.069
H 1.78301 -0.25194 1.78043 0.024 0.040 0.088
H -1.14562 0.21155 -2.18680 -0.197 -0.061 0.551
H -0.43325 0.23207 1.79943 0.113 0.044 0.048
H 0.32364 -0.41766 -1.53258 0.219 0.234 0.077
```
Positions in Å, forces in eV/Å.

Values from the calculation:
- SMILES = NC(=O)NC=O
- net charge = 0

Here are the Mulliken charges for atoms 1 to 8, given in e: O -0.600; O -0.568; N -0.313; N -0.116; C 0.466; C 0.149; H 0.347; H 0.195

(7)
The following is a quantum chemistry calculation of a single C2H4N2O2 molecule in a non-equilibrium geometry, from OMol25.

Geometry as XYZ:
```
10
Properties=species:S:1:pos:R:3:forces:R:3
O -2.31746 -0.12715 -0.01978 -1.492 1.257 -0.186
O 2.39900 0.05091 -0.02029 0.434 -0.181 0.332
N -0.14694 1.44427 0.17686 -0.692 -0.774 -1.673
N -0.04651 -0.01583 0.01432 3.024 0.698 0.669
C -1.25399 -0.64653 0.05786 1.710 -3.139 0.498
C 1.47891 -0.65540 0.11917 -5.462 -0.280 -0.743
H -1.20067 -1.80078 0.18713 0.422 1.427 -0.280
H 1.25977 -1.78656 0.18731 1.057 1.570 0.069
H 0.73933 1.82080 -0.18125 -0.360 -0.228 0.048
H -0.91143 1.71627 -0.52134 1.359 -0.350 1.267
```
Positions in Å, forces in eV/Å.

Values from the calculation:
- SMILES = NN(C=O)C=O
- net charge = 0

Here are the Mulliken charges for atoms 1 to 8, given in e: O -0.497; O -0.393; N -0.572; N 0.205; C 0.123; C 0.209; H 0.169; H 0.240

(8)
The following is a quantum chemistry calculation of a single C2H4N2O2 molecule in a non-equilibrium geometry, from OMol25.

Geometry as XYZ:
```
10
Properties=species:S:1:pos:R:3:forces:R:3
O 0.87111 -2.11310 0.24001 0.286 -2.292 -3.459
O -0.23049 1.57137 1.45759 -0.138 -1.506 2.875
N 0.48552 -0.85270 0.32285 0.088 2.547 1.721
N -0.83092 1.93378 0.36780 2.671 -2.145 -5.786
C 0.18051 -0.21700 -0.76761 -0.811 -1.494 1.259
C -0.36192 1.14161 -0.69472 -3.662 2.853 2.140
H -0.06309 -0.80380 -1.66621 0.785 0.414 -0.053
H -0.93321 1.49644 -1.53364 0.316 -0.266 -0.769
H 1.01190 -2.75364 0.95267 -0.502 1.769 1.031
H -0.12941 0.59703 1.32127 0.966 0.121 1.041
```
Positions in Å, forces in eV/Å.

Values from the calculation:
- SMILES = O/N=C\C=N\O
- net charge = 0

Here are the Mulliken charges for atoms 1 to 8, given in e: O -0.434; O -0.309; N -0.338; N -0.263; C 0.173; C -0.298; H 0.354; H 0.326

(9)
The following is a quantum chemistry calculation of a molecular structure, C2H4N2O2 in a non-equilibrium geometry, from OMol25.

Geometry as XYZ:
```
10
Properties=species:S:1:pos:R:3:forces:R:3
O 1.51459 -2.06103 0.40909 1.380 0.259 4.756
O -1.37729 1.17173 0.79686 -0.146 -0.661 1.126
N -0.79621 1.45350 -1.38190 4.309 3.037 -3.054
N 0.89220 -0.84081 0.85529 -2.833 0.061 -7.116
C 0.19884 -0.44105 -0.28654 1.120 -2.541 2.583
C -0.71754 0.77730 -0.10845 1.283 1.138 -3.104
H 0.37418 1.82134 -2.05119 -4.087 -2.359 2.823
H 1.93942 -2.31938 1.34394 -1.078 0.361 -3.279
H 0.13618 -1.15446 -1.44863 0.445 2.455 4.120
H -1.10793 2.46061 -1.43553 -0.393 -1.751 1.145
```
Positions in Å, forces in eV/Å.

Values from the calculation:
- net charge = 0

Here are the Mulliken charges for atoms 1 to 8, given in e: O -0.375; O -0.480; N -0.612; N -0.260; C 0.020; C 0.445; H 0.313; H 0.379

(10)
The following is a quantum chemistry calculation of a single C2H4N2O2S molecule in a non-equilibrium geometry, from OMol25.

Geometry as XYZ:
```
11
Properties=species:S:1:pos:R:3:forces:R:3
S -1.35366 0.62216 0.17604 1.238 -4.772 -0.701
O -2.37309 0.09528 -0.71514 0.766 1.356 0.740
O -1.59492 1.09079 1.47936 -0.983 1.526 1.344
N 0.83212 1.09779 -0.93181 2.053 0.748 0.001
N -0.18162 1.68684 -0.74265 -1.857 0.194 -0.106
C 1.14110 -0.17911 -0.30226 2.780 -3.345 -0.168
C 0.03900 -0.88627 0.45336 -1.441 2.842 -2.926
H 0.22704 -0.93677 1.51077 -0.415 -0.504 0.128
H 1.63246 -0.81412 -1.21021 -1.244 1.387 2.232
H -0.33899 -1.67584 -0.20181 -0.226 -0.242 1.114
H 1.97055 -0.10077 0.48434 -0.671 0.812 -1.659
```
Positions in Å, forces in eV/Å.

Values from the calculation:
- SMILES = O=S1(=O)CCN=N1
- net charge = 0

Here are the Mulliken charges for atoms 1 to 8, given in e: S 0.961; O -0.536; O -0.521; N -0.100; N -0.095; C -0.250; C -0.687; H 0.389

Number 1: DFT total energy -263.2800 hartree. Number 2: DFT total energy -263.3261 hartree. Number 3: DFT total energy -263.2273 hartree. Number 4: DFT total energy -263.2281 hartree. Number 5: DFT total energy -338.4256 hartree. Number 6: DFT total energy -338.6504 hartree. Number 7: DFT total energy -338.5365 hartree. Number 8: DFT total energy -338.4102 hartree. Number 9: DFT total energy -338.4141 hartree. Number 10: DFT total energy -736.6741 hartree.